Entry 1:
9
Properties=species:S:1:pos:R:3 method="wB97M-V/def2-TZVPD" e_tot_ha=-749.06525 lumo_energy_ev=-0.6 e_above_lowest_kcal_mol=94.3 homo_ha=-0.2982 orbital_gap_ev=7.485
C 0.304 0.394 1.235
C -2.792 0.138 -1.130
O 0.566 1.397 0.328
I -1.054 -1.128 0.207
I -4.436 0.379 0.119
H 1.235 0.040 1.713
H -0.384 0.618 2.107
H -2.938 -0.790 -1.708
H -0.193 1.555 -0.226

***

Entry 2:
5
Properties=species:S:1:pos:R:3 method="wB97M-V/def2-TZVPD" e_tot_ha=-3172.64467 lumo_energy_ev="-3.3 / -3.3" e_above_lowest_kcal_mol=15.3 homo_ha="-0.3481 / -0.3483" orbital_gap_ev="6.203 / 6.210"
C -0.698 0.098 0.795
F -1.491 -0.959 0.962
Cl 1.813 0.892 2.318
Br -1.493 1.765 0.716
H 0.150 -0.073 0.180

***

Entry 3:
21
Properties=species:S:1:pos:R:3 method="wB97M-V/def2-TZVPD" multiplicity=3 e_tot_ha=-950.61860 lumo_energy_ev="-0.6 / -4.1" e_above_lowest_kcal_mol=0.0 homo_ha="-0.2455 / -0.3482" orbital_gap_ev="6.067 / 5.369"
C -1.089 1.316 -0.045
C -1.889 0.207 -0.047
C -0.097 -1.274 0.021
C 0.319 1.224 0.004
C 0.898 -0.016 0.028
C 1.210 2.403 0.042
C -2.293 -2.187 0.014
N -1.389 -1.054 -0.001
O 3.041 0.244 -1.282
O 3.152 0.368 1.171
O 2.755 -1.796 0.063
S 2.709 -0.352 -0.005
H -1.559 2.287 -0.079
H -2.964 0.287 -0.090
H 0.363 -2.244 0.040
H 2.022 2.191 0.742
H 1.691 2.525 -0.929
H 0.679 3.316 0.305
H -2.336 -2.644 -0.976
H -1.931 -2.933 0.722
H -3.292 -1.869 0.304

***

Entry 4:
22
Properties=species:S:1:pos:R:3 method="wB97M-V/def2-TZVPD" e_tot_ha=-1888.15618 lumo_energy_ev=5.1 total_charge=-2 homo_ha=-0.0864 orbital_gap_ev=7.478
C 0.213 2.644 0.588
C -0.024 -1.922 1.249
C -1.022 1.613 0.384
C -0.288 -0.064 -1.167
C -0.437 -0.587 1.248
N -0.596 0.261 0.183
O 0.314 3.194 1.671
O 1.336 -1.616 -2.669
O 1.857 0.898 -2.277
O 1.004 2.678 -0.371
O 2.255 -0.871 -0.399
P 1.475 -0.542 -1.597
Cl -0.657 0.133 2.889
Cl -2.578 -3.667 1.179
H -0.790 -2.576 0.877
H 0.247 -2.289 2.214
H 0.683 -2.315 0.426
H -1.391 1.881 -0.706
H -1.737 1.773 1.247
H -0.499 0.685 -1.978
H -0.919 -0.894 -1.424
H 1.556 1.582 -1.565

***

Entry 5:
10
Properties=species:S:1:pos:R:3 method="wB97M-V/def2-TZVPD" e_tot_ha=-284.43310 smiles="NCC(=O)O" lumo_energy_ev=0.4 e_above_lowest_kcal_mol=21.5 homo_ha=-0.3692 orbital_gap_ev=10.472
C -0.681 -0.739 0.182
C 0.570 0.169 -0.005
H -2.052 0.849 0.493
H -1.901 0.248 -1.091
H -0.494 -1.156 1.216
H -0.597 -1.589 -0.582
H 1.547 -1.486 -0.333
N -2.012 -0.044 -0.082
O 1.750 -0.500 -0.060
O 0.532 1.357 0.036

***

Entry 6:
62
Properties=species:S:1:pos:R:3 method="wB97M-V/def2-TZVPD" e_tot_ha=-32406.47019 lumo_energy_ev=-0.9 e_above_lowest_kcal_mol=71.3 homo_ha=-0.3685 orbital_gap_ev=9.087
C 2.953 -6.861 0.217
N 3.815 -5.691 0.223
O 3.269 -4.616 0.101
O 5.083 -5.776 0.286
H 1.945 -6.450 0.270
H 3.100 -7.428 1.137
H 3.140 -7.286 -0.769
C -0.691 -0.371 0.762
N -1.880 0.493 0.413
O -3.048 0.086 0.664
O -1.608 1.607 0.037
H -0.994 -0.976 1.617
H -0.009 0.304 1.277
H -0.275 -0.793 -0.153
C 7.799 0.965 2.997
C 6.609 0.257 2.671
C 5.620 0.149 3.678
C 5.921 0.538 4.966
C 7.075 1.257 5.149
C 8.001 1.553 4.221
N 4.957 0.274 6.055
O 3.802 0.002 5.678
O 5.228 0.496 7.215
H 8.572 1.166 2.270
H 6.561 -0.012 1.626
H 4.661 -0.289 3.444
H 7.212 1.636 6.151
H 8.916 2.013 4.563
C -0.589 1.455 -5.893
C -0.707 1.381 -7.254
C -0.552 2.459 -8.112
C -0.254 3.687 -7.558
C 0.032 3.716 -6.166
C -0.113 2.609 -5.295
N -0.150 4.842 -8.417
O -0.284 4.734 -9.595
O 0.253 5.862 -7.890
H -0.778 0.538 -5.355
H -0.866 0.446 -7.770
H -0.816 2.270 -9.142
H 0.281 4.658 -5.700
H 0.151 2.726 -4.254
C -3.277 -6.616 0.873
Br -2.763 -5.438 -0.642
Br -2.854 -5.542 2.486
Br -2.412 -8.430 0.665
H -4.361 -6.693 0.796
C -7.872 -3.347 0.971
Br -7.129 -2.232 2.488
Br -7.764 -2.526 -0.928
Br -9.753 -3.762 1.371
H -7.293 -4.262 0.847
C -2.680 3.741 5.587
Br -2.596 4.887 3.949
Br -2.240 1.818 5.324
Br -4.493 3.684 6.384
H -2.008 4.100 6.367
C -6.274 4.482 -1.011
Br -7.679 4.405 -2.375
Br -7.064 4.660 0.836
Br -5.107 5.899 -1.367
H -5.725 3.540 -0.990

***

Entry 7:
36
Properties=species:S:1:pos:R:3 method="wB97M-V/def2-TZVPD" e_tot_ha=-2060.76008 lumo_energy_ev="-11.6 / -11.5" e_above_lowest_kcal_mol=61.6 total_charge=+2 homo_ha="-0.5543 / -0.5545" orbital_gap_ev="3.525 / 3.579"
I -3.017 -0.045 -0.115
I 3.325 0.483 0.068
In -0.047 -0.051 -0.511
P -0.003 -2.576 -0.226
C -0.312 -3.527 1.275
C -1.299 -3.129 -1.354
H -1.145 -4.174 -1.612
H 1.470 -4.169 -1.260
H -1.318 -2.547 -2.275
H 1.788 -2.518 -1.855
H -1.252 -3.200 1.717
H -2.284 -3.012 -0.904
C 1.542 -3.116 -0.970
H -0.440 -4.594 1.070
H 2.365 -2.976 -0.267
H 0.480 -3.378 2.002
P 0.020 2.489 -0.276
C -0.200 3.297 1.333
C 1.530 3.162 -1.002
H -1.331 2.523 -2.266
H -1.145 4.160 -1.608
H -2.283 2.989 -0.866
C -1.306 3.108 -1.341
H 1.789 2.577 -1.888
H 1.439 4.218 -1.279
H -0.197 4.390 1.235
H 0.610 3.014 2.011
H 2.371 3.033 -0.310
H -1.148 3.001 1.792
C -0.461 0.226 2.148
O -0.581 0.216 3.280
N 1.546 -1.181 1.606
C 1.925 -1.314 2.714
N 2.520 -1.500 3.834
C 1.841 -1.324 4.972
N 1.242 -1.187 5.967

***

Entry 8:
11
Properties=species:S:1:pos:R:3 method="wB97M-V/def2-TZVPD" e_tot_ha=-421.72081 lumo_energy_ev=-1.4 e_above_lowest_kcal_mol=64.2 homo_ha=-0.3499 orbital_gap_ev=8.093
C -1.554 0.090 -0.171
C 0.860 -0.540 -0.030
C 1.001 0.923 0.278
N -0.492 -0.827 -0.258
O -2.681 -0.229 -0.409
O -1.188 1.221 0.346
F 1.225 1.834 -0.563
H 1.627 -0.753 -0.845
H 1.157 -1.183 0.867
H 0.814 1.265 1.367
H -0.768 -1.801 -0.583

***

Entry 9:
96
Properties=species:S:1:pos:R:3 method="wB97M-V/def2-TZVPD" multiplicity=4 e_tot_ha=-6967.01986 lumo_energy_ev="-9.6 / -9.6" e_above_lowest_kcal_mol=0.0 total_charge=+3 homo_ha="-0.5897 / -0.6024" orbital_gap_ev="6.425 / 6.833"
Tc 0.562 -0.261 0.040
Se 0.830 2.150 -1.201
Se 2.641 1.614 0.270
C 3.255 0.128 -0.821
C 4.509 0.082 -1.380
C 4.842 -1.056 -2.118
C 3.909 -2.066 -2.276
C 2.660 -1.932 -1.687
N 2.349 -0.859 -0.957
C -0.525 2.345 0.174
C -1.176 3.527 0.429
C -2.163 3.516 1.417
C -2.434 2.341 2.095
C -1.724 1.193 1.774
N -0.793 1.198 0.818
H 5.203 0.901 -1.258
H 5.821 -1.136 -2.572
H 4.136 -2.950 -2.854
H 1.887 -2.681 -1.790
H -0.923 4.430 -0.109
H -2.700 4.424 1.655
H -3.183 2.306 2.874
H -1.888 0.252 2.280
N -0.630 -1.163 -1.003
P -2.054 -1.260 -1.790
N -1.833 -2.136 -3.143
C -1.151 -3.442 -3.029
C -0.629 -3.877 -4.388
C -1.780 -4.093 -5.383
C -2.987 -3.209 -5.039
C -2.545 -1.890 -4.425
N -3.101 -2.017 -0.788
C -4.345 -2.587 -1.343
C -4.517 -4.034 -0.876
C -3.942 -4.224 0.534
C -4.020 -2.917 1.313
C -3.105 -1.866 0.676
N -2.655 0.188 -2.258
C -3.714 0.890 -1.520
C -4.689 1.551 -2.483
C -3.959 2.478 -3.449
C -2.861 1.720 -4.187
C -1.922 1.044 -3.197
H -1.836 -4.196 -2.624
H -0.324 -3.336 -2.322
H -0.048 -4.793 -4.268
H 0.062 -3.113 -4.753
H -2.084 -5.140 -5.383
H -1.432 -3.874 -6.392
H -3.655 -3.720 -4.341
H -3.576 -3.001 -5.932
H -3.402 -1.250 -4.233
H -1.884 -1.361 -5.118
H -4.311 -2.525 -2.430
H -5.189 -1.969 -1.021
H -4.034 -4.716 -1.578
H -5.580 -4.278 -0.888
H -2.894 -4.532 0.469
H -4.470 -5.020 1.057
H -3.729 -3.053 2.356
H -5.052 -2.559 1.329
H -2.079 -2.002 1.032
H -3.431 -0.861 0.965
H -3.255 1.657 -0.876
H -4.229 0.180 -0.876
H -5.438 2.099 -1.909
H -5.219 0.773 -3.040
H -3.517 3.312 -2.891
H -4.659 2.916 -4.158
H -2.282 2.392 -4.823
H -3.303 0.964 -4.839
H -1.407 1.835 -2.623
H -1.159 0.451 -3.702
C -0.231 -5.458 1.877
C 0.054 -4.890 0.505
N 0.237 -3.441 0.607
C 0.608 -2.794 1.717
N 0.730 -1.434 1.645
C 1.310 -0.740 2.813
C 0.855 -1.387 4.103
C 1.287 -2.835 4.084
N 0.871 -3.474 2.829
C 0.824 -4.948 2.838
H -0.209 -6.546 1.847
H -1.223 -5.153 2.218
H -0.764 -5.072 -0.190
H 0.955 -5.342 0.084
H -0.096 -2.847 -0.145
H 0.997 0.306 2.779
H 2.404 -0.758 2.752
H -0.232 -1.318 4.196
H 1.297 -0.876 4.957
H 0.826 -3.390 4.899
H 2.371 -2.926 4.193
H 0.602 -5.253 3.858
H 1.812 -5.340 2.584

***

Entry 10:
17
Properties=species:S:1:pos:R:3 method="wB97M-V/def2-TZVPD" e_tot_ha=-251.76592 lumo_energy_ev=1.2 e_above_lowest_kcal_mol=60.6 homo_ha=-0.2776 orbital_gap_ev=8.711
C 2.125 -0.414 0.268
C 1.260 0.721 -0.156
C -1.320 1.031 0.051
C -1.906 -0.405 0.391
C -0.773 -0.858 -0.445
H 1.817 -1.470 0.108
H 2.398 -0.315 1.305
H 3.050 -0.356 -0.366
H 1.692 0.954 -1.114
H 1.327 1.647 0.464
H -1.786 1.463 -0.810
H -1.317 1.876 0.806
H -1.915 -0.814 1.389
H -2.978 -0.625 0.022
H -0.304 -1.856 -0.262
H -1.283 -0.969 -1.410
N -0.088 0.391 -0.240

***

Entry 11:
19
Properties=species:S:1:pos:R:3 method="wB97M-V/def2-TZVPD" e_tot_ha=-327.38478 smiles="CCC[C@@H]([NH3+])C=O" lumo_energy_ev=-4.4 e_above_lowest_kcal_mol=46.9 total_charge=+1 homo_ha=-0.5542 orbital_gap_ev=10.723
O -2.027 -1.226 1.346
C -0.906 -0.705 1.168
C -0.550 -0.111 -0.220
C 1.040 -0.192 -0.638
C 1.905 0.839 0.215
C 1.781 2.334 -0.204
N -1.425 -1.075 -1.219
H -0.173 -0.880 1.948
H -0.858 0.961 -0.270
H 1.373 -1.274 -0.758
H 0.969 0.018 -1.768
H 2.895 0.505 0.030
H 1.821 0.669 1.429
H 2.666 2.627 -0.884
H 0.849 2.651 -0.726
H 1.931 2.908 0.749
H -2.035 -0.622 -1.926
H -2.056 -1.381 -0.423
H -0.808 -1.835 -1.565

***

Entry 12:
22
Properties=species:S:1:pos:R:3 method="wB97M-V/def2-TZVPD" e_tot_ha=-420.45128 lumo_energy_ev=-5.0 e_above_lowest_kcal_mol=222.0 homo_ha=-0.3188 orbital_gap_ev=3.650
N -1.851 -2.557 -0.519
C -0.971 -1.400 -0.540
C 1.901 2.265 0.772
C 0.734 2.916 1.086
O 2.110 0.111 -1.272
C -0.466 -1.271 0.957
N -1.710 -1.364 1.864
H -0.077 -1.549 -1.168
H -2.407 -2.584 -1.414
H 2.817 0.094 -1.867
H -1.462 -0.501 -0.923
H 1.973 1.533 -0.100
H 2.620 2.408 1.568
H 0.769 3.638 1.995
H -0.150 3.017 0.363
H 0.247 -0.503 1.066
H -0.011 -2.230 0.983
H -1.406 -1.903 2.737
H -2.367 -1.998 1.398
H -0.221 1.600 -2.479
H 0.893 0.849 -1.806
O -0.045 1.203 -1.656